# 1
This record from the OMol25 dataset describes a molecular structure, C5H6N2O2P. The level of theory is ωB97M-V with the def2-TZVPD basis set.

Positions of all 16 atoms, in Å:
1 C 0.5490 -1.5789 -2.0671
2 C -0.5015 -1.0060 -2.6759
3 C 0.9916 -1.1554 -0.7808
4 C -1.2042 0.0253 -1.8948
5 C 0.1933 -0.1869 -0.0855
6 N -0.8242 0.4952 -0.7183
7 N 0.3019 2.0037 2.2024
8 O -1.0393 1.2874 4.3284
9 O 1.5587 0.9947 4.2207
10 P 0.2209 1.2630 3.6236
11 H 0.9095 -2.4848 -2.7055
12 H -1.0066 -1.3336 -3.5334
13 H 1.7581 -1.8225 -0.4302
14 H -1.9312 0.5723 -2.4227
15 H 0.6137 0.6257 0.9906
16 H -0.5899 2.3008 1.9486

The value obtained for the lowest unoccupied orbital energy is 3.24 eV. The energy relative to the best compared isomer or geometry (same formula, charge and spin) comes out at 56.8 kcal per mole. The charge is -1. The value obtained for the energy is -21647.0740 eV. The molar mass is 157.1 g/mol. As for the spin multiplicity: 1. The value obtained for the HOMO energy is -4.8 eV.

Atomic partial charges in e from the natural (NBO) method, atoms 1 to 2: -0.1870, -0.2999

***

# 2
This record from the OMol25 dataset describes a molecular structure, C5H6N2O2S. The level of theory is ωB97M-V with the def2-TZVPD basis set.

Positions of all 16 atoms, in Å:
1 C -3.4163 -0.2526 -0.0795
2 C -0.2622 0.2913 1.3045
3 C 1.2732 0.5772 1.0484
4 C 1.4676 0.6011 -0.4947
5 C 0.2524 -0.2108 -0.9639
6 N -4.0794 0.6514 -0.3233
7 N -0.6209 -0.4213 0.2019
8 O -0.9338 0.5505 2.2446
9 O 0.5827 -1.4770 -1.5505
10 S -2.5261 -1.6001 -0.1055
11 H 1.6490 1.4083 1.7052
12 H 1.9430 -0.2474 1.5621
13 H 1.3164 1.6667 -0.8012
14 H 2.4078 0.1732 -0.9009
15 H -0.4462 0.1760 -1.6887
16 H 1.3929 -1.8865 -1.1586

The value obtained for the lowest unoccupied orbital energy is -2.54 eV. The energy relative to the best compared isomer or geometry (same formula, charge and spin) comes out at 99.6 kcal per mole. The value obtained for the energy is -23189.3784 eV. The molar mass is 158.2 g/mol. As for the spin multiplicity: 1. The value obtained for the HOMO energy is -10.1 eV.

Atomic partial charges in e from the natural (NBO) method, atoms 1 to 2: -0.0483, 0.6433

***

# 3
This record from the OMol25 dataset describes C5H6N2OS in the gas phase. The level of theory is ωB97M-V with the def2-TZVPD basis set.

Positions of all 15 atoms, in Å:
1 C -2.0258 -1.4710 -0.0230
2 C -2.8928 -0.4324 0.1175
3 C -0.4117 -0.0205 0.0673
4 C 2.1079 -0.8183 -0.0717
5 C 1.4770 1.7246 0.0512
6 N -0.7005 -1.2926 0.0077
7 N 0.9103 0.3983 -0.0673
8 O 3.2470 -0.4894 -0.1204
9 S -1.8372 1.0357 0.1392
10 H -2.4767 -2.5278 0.1576
11 H -3.9698 -0.4068 -0.0893
12 H 1.6501 -1.6885 -0.2423
13 H 1.5328 2.0355 0.9976
14 H 2.5050 1.5195 -0.3647
15 H 0.8844 2.4335 -0.5595

The value obtained for the lowest unoccupied orbital energy is 0.53 eV. The energy relative to the best compared isomer or geometry (same formula, charge and spin) comes out at 43.0 kcal per mole. The SMILES is CN(C=O)c1nccs1. The value obtained for the energy is -21143.2320 eV. The molar mass is 142.2 g/mol. As for the spin multiplicity: 1. The value obtained for the HOMO energy is -8.2 eV.

Atomic partial charges in e from the natural (NBO) method, atoms 1 to 2: -0.0213, -0.4531

***

# 4
This record from the OMol25 dataset describes C5H6N2S in the gas phase. The level of theory is ωB97M-V with the def2-TZVPD basis set.

Positions of all 14 atoms, in Å:
1 C -2.5117 0.3729 0.0024
2 C -0.3134 -0.7293 -0.0041
3 C 1.0683 -0.7995 0.0039
4 C 1.9508 0.3084 0.0018
5 C 3.3526 -0.0563 -0.0051
6 H -2.8919 0.9132 0.8769
7 H -2.8760 -0.6649 -0.0088
8 H -2.8781 0.9094 -0.8760
9 H -0.5432 1.2378 0.0060
10 H -0.8775 -1.6650 0.0074
11 H 1.5207 -1.7729 -0.0100
12 N -1.0500 0.3630 0.0014
13 N 4.4708 -0.3507 0.0046
14 S 1.5785 1.9340 -0.0005

The value obtained for the lowest unoccupied orbital energy is -0.96 eV. The energy relative to the best compared isomer or geometry (same formula, charge and spin) comes out at 31.7 kcal per mole. The SMILES is CN/C=C\C(=S)C#N. The value obtained for the energy is -19096.6356 eV. The molar mass is 126.2 g/mol. As for the spin multiplicity: 1. The value obtained for the HOMO energy is -8.7 eV.

Atomic partial charges in e from the natural (NBO) method, atoms 1 to 2: -0.4087, 0.1614

***

# 5
This record from the OMol25 dataset describes C5H6N2S in the gas phase. The level of theory is ωB97M-V with the def2-TZVPD basis set.

Positions of all 14 atoms, in Å:
1 C 1.7216 0.0889 -0.2463
2 C 1.6019 1.5574 -0.1751
3 C 0.4476 -0.4165 -0.0378
4 C 0.1664 -1.8812 -0.1551
5 C -1.6621 0.9374 0.5039
6 N 0.3866 1.9166 0.2409
7 N -0.3351 0.7902 0.2791
8 S 1.4766 -2.7852 -0.9874
9 H 2.5581 -0.5242 -0.3310
10 H 2.4464 2.1564 -0.2186
11 H 0.2182 -2.2369 0.9376
12 H -0.7590 -2.1423 -0.4342
13 H -2.1028 1.9247 0.4846
14 H -2.3489 0.0970 0.5328

The value obtained for the lowest unoccupied orbital energy (alpha / beta) is -2.66 / -3.27 eV. The energy relative to the best compared isomer or geometry (same formula, charge and spin) comes out at 133.4 kcal per mole. The value obtained for the energy is -19092.2247 eV. The molar mass is 126.2 g/mol. As for the spin multiplicity: 1. The value obtained for the HOMO energy (alpha / beta) is -6.8 / -6.1 eV.

Atomic partial charges in e from the natural (NBO) method, atoms 1 to 2: -0.2767, 0.0984

***

# 6
This record from the OMol25 dataset describes C5H6N2S in the gas phase. The level of theory is ωB97M-V with the def2-TZVPD basis set.

Positions of all 14 atoms, in Å:
1 C 1.8114 -0.0377 -0.0038
2 C 1.1258 1.2182 -0.0115
3 C -0.2683 1.2334 -0.0456
4 C -0.9673 -0.0005 -0.0480
5 C -0.1971 -1.1721 -0.0270
6 H 3.5208 -0.9660 0.3181
7 H 3.6390 0.6899 0.4896
8 H 1.6765 2.1398 -0.0082
9 H -0.8203 2.1623 -0.0284
10 H -2.9240 -0.1489 1.2802
11 H -0.7113 -2.1284 -0.0502
12 N 3.1921 -0.0765 -0.0396
13 N 1.1465 -1.1804 -0.0394
14 S -2.7361 -0.0249 -0.0396

The value obtained for the lowest unoccupied orbital energy is 0.83 eV. The energy relative to the best compared isomer or geometry (same formula, charge and spin) comes out at 2.4 kcal per mole. The SMILES is Nc1ccc(S)cn1. The value obtained for the energy is -19097.9056 eV. The molar mass is 126.2 g/mol. As for the spin multiplicity: 1. The value obtained for the HOMO energy is -8.7 eV.

Atomic partial charges in e from the natural (NBO) method, atoms 1 to 2: 0.3860, -0.3004

***

# 7
This record from the OMol25 dataset describes a gas-phase ion, C5H6N3O (charge -1). The level of theory is ωB97M-V with the def2-TZVPD basis set.

Positions of all 15 atoms, in Å:
1 C 1.2539 -1.2121 0.3735
2 C 0.8012 -1.6988 -0.8363
3 C 0.7420 -0.3924 1.3263
4 C -0.7594 1.8755 -0.1329
5 C -1.1906 1.0630 0.8833
6 N -0.5439 0.0496 1.4683
7 N -1.4133 2.8887 -0.5642
8 N -0.2826 -2.4497 -0.9999
9 O -0.5397 -3.1086 -2.0776
10 H 2.2405 -1.4503 0.5990
11 H 1.3723 -1.6627 -1.8680
12 H 1.1470 -0.3806 2.3530
13 H 0.2854 1.8443 -0.4873
14 H -2.1142 1.3188 1.3354
15 H -0.9984 3.3154 -1.3727

The value obtained for the lowest unoccupied orbital energy is 2.89 eV. The energy relative to the best compared isomer or geometry (same formula, charge and spin) comes out at 35.1 kcal per mole. The charge is -1. The SMILES is [H]/N=C/C=N\C=C/C=N/[O-]. The value obtained for the energy is -11795.7176 eV. The molar mass is 124.1 g/mol. As for the spin multiplicity: 1. The value obtained for the HOMO energy is -2.6 eV.

Atomic partial charges in e from the natural (NBO) method, atoms 1 to 2: -0.1979, -0.2740

***

# 8
This record from the OMol25 dataset describes a gas-phase ion, C5H6N3S (charge +1). The level of theory is ωB97M-V with the def2-TZVPD basis set.

Positions of all 15 atoms, in Å:
1 C 0.5469 -1.5609 -0.4348
2 C 1.9022 -1.3820 -0.2918
3 C -0.0510 1.5048 -0.0074
4 C 2.4139 1.1655 0.3623
5 C -2.2496 0.5386 0.3390
6 N 1.2513 1.5125 0.1614
7 N -0.8530 0.3928 -0.0452
8 N -0.6030 -0.9226 -0.2277
9 S 3.2674 -0.2022 0.1412
10 H 0.3977 -2.6765 -0.5789
11 H 2.4288 -2.2205 -0.3053
12 H -0.5905 2.4533 -0.2695
13 H -2.5488 -0.4976 0.6761
14 H -2.5030 1.2397 1.0097
15 H -2.8093 0.6551 -0.5291

The value obtained for the lowest unoccupied orbital energy (alpha / beta) is -6.34 / -6.71 eV. The energy relative to the best compared isomer or geometry (same formula, charge and spin) comes out at 130.6 kcal per mole. The charge is +1. The value obtained for the energy is -20574.6637 eV. The molar mass is 140.2 g/mol. As for the spin multiplicity: 1. The value obtained for the HOMO energy (alpha / beta) is -13.3 / -13.1 eV.

Atomic partial charges in e from the natural (NBO) method, atoms 1 to 2: -0.0598, -0.3070

***

# 9
This record from the OMol25 dataset describes a molecular structure, C5H6NO2S. The level of theory is ωB97M-V with the def2-TZVPD basis set.

Positions of all 15 atoms, in Å:
1 C 1.0298 0.4064 -0.9312
2 C 0.7245 -2.2323 -0.4984
3 C -1.0197 0.5034 -1.8985
4 C 0.0918 -0.9315 0.1627
5 C 0.1244 -0.7973 1.6345
6 N 0.3434 0.8713 -1.8427
7 O 1.5851 -2.7916 0.2337
8 O 0.3203 -2.4904 -1.6353
9 S -1.5995 -0.4434 -0.3949
10 H 1.9822 0.6588 -0.7662
11 H -1.5972 1.3655 -2.0340
12 H -1.0601 -0.1068 -2.8018
13 H -0.7467 -0.9875 2.1308
14 H 0.3172 0.2682 2.1295
15 H 0.9290 -1.4253 1.9268

The value obtained for the lowest unoccupied orbital energy is 3.39 eV. The energy relative to the best compared isomer or geometry (same formula, charge and spin) comes out at 48.1 kcal per mole. The charge is -1. The value obtained for the energy is -21702.1578 eV. The molar mass is 144.2 g/mol. As for the spin multiplicity: 1. The value obtained for the HOMO energy is -4.1 eV.

Atomic partial charges in e from the natural (NBO) method, atoms 1 to 2: 0.1913, 0.7320